Entry 1:
Computed, not measured: C3H5N3O in the gas phase, with ωB97M-V with the def2-TZVPD basis set.

Calculated values
HOMO-LUMO gap: 7.9 eV
net charge: 0
LUMO: 0.03016 Eh

The geometry in XYZ format:
```
12
Properties=species:S:1:pos:R:3:mulliken_charge:R:1
N -2.041 -0.852 1.017 -0.513
C -0.735 -0.714 0.659 0.524
N 0.439 -1.040 0.615 -0.280
C 1.377 -0.101 -0.033 -0.203
O 2.419 -0.611 -0.766 -0.477
C 0.704 0.987 -0.547 -0.040
N -0.599 1.071 -0.345 -0.545
H -2.565 -1.616 0.594 0.265
H -2.444 0.037 0.756 0.337
H 3.147 -0.897 -0.209 0.356
H 1.261 1.755 -1.086 0.375
H -0.963 1.981 -0.655 0.200
```


Entry 2:
Computed, not measured: C3H5N3O in the gas phase, with ωB97M-V with the def2-TZVPD basis set.

Calculated values
HOMO-LUMO gap: 10.0 eV
net charge: 0
SMILES string: Nc1conc1N
LUMO: 0.02791 Eh

The geometry in XYZ format:
```
12
Properties=species:S:1:pos:R:3:mulliken_charge:R:1
N 0.434 1.766 -0.097 -0.651
C 0.544 0.355 -0.088 0.435
C 1.672 -0.382 -0.241 -0.343
O 1.409 -1.686 -0.125 -0.161
N 0.050 -1.858 0.072 -0.505
C -0.458 -0.654 0.106 0.280
N -1.811 -0.457 0.366 -0.518
H -0.432 2.071 -0.527 0.247
H 0.447 2.144 0.845 0.253
H 2.703 -0.108 -0.418 0.444
H -2.262 0.155 -0.304 0.240
H -2.297 -1.347 0.411 0.279
```


Entry 3:
Computed, not measured: C3H5N3O in the gas phase, with ωB97M-V with the def2-TZVPD basis set.

Calculated values
HOMO-LUMO gap: 8.0 eV
net charge: 0
LUMO: 0.00611 Eh

The geometry in XYZ format:
```
12
Properties=species:S:1:pos:R:3:mulliken_charge:R:1
N -1.389 1.516 0.268 -0.706
C 0.914 1.177 0.356 -0.656
C 1.798 0.208 -0.003 -0.354
N 1.129 -0.959 -0.385 -0.039
C -0.185 -0.740 -0.262 0.391
O -0.984 -1.808 -0.483 -0.480
N -0.339 0.530 0.165 0.458
H -2.354 1.234 0.427 0.214
H -1.070 2.020 1.093 0.323
H 2.874 0.260 -0.051 0.340
H 1.527 -1.840 -0.679 0.184
H -1.921 -1.600 -0.447 0.325
```


Entry 4:
Computed, not measured: C3H5N3O in the gas phase, with ωB97M-V with the def2-TZVPD basis set.

Calculated values
HOMO-LUMO gap: 9.1 eV
net charge: 0
SMILES string: Cc1nn[nH]c1O
LUMO: 0.00886 Eh

The geometry in XYZ format:
```
12
Properties=species:S:1:pos:R:3:mulliken_charge:R:1
C 1.837 -0.297 0.005 -1.053
C 0.352 -0.442 0.000 0.362
N -0.287 -1.648 -0.002 -0.226
N -1.566 -1.493 0.003 -0.713
N -1.791 -0.163 0.006 0.230
C -0.626 0.525 -0.005 0.508
O -0.496 1.868 0.005 -0.486
H 2.296 -1.290 -0.011 0.339
H 2.196 0.230 0.893 0.262
H 2.193 0.248 -0.876 0.266
H -2.743 0.168 0.005 0.189
H -1.365 2.294 -0.024 0.321
```


Entry 5:
Computed, not measured: C3H5N3O in the gas phase, with ωB97M-V with the def2-TZVPD basis set.

Calculated values
HOMO-LUMO gap: 9.6 eV
net charge: 0
SMILES string: [H]/N=C1/NN=CCO1
LUMO: 0.02716 Eh

The geometry in XYZ format:
```
12
Properties=species:S:1:pos:R:3:mulliken_charge:R:1
H -2.633 0.946 -0.221 0.284
N -2.262 -0.056 0.103 -0.699
C -0.999 0.031 0.027 0.529
N -0.260 -1.143 0.001 0.238
N 1.009 -1.312 -0.002 -0.813
C 1.643 -0.235 -0.058 -0.039
C 1.133 1.153 0.169 -0.184
O -0.288 1.219 -0.224 -0.353
H -0.861 -1.988 -0.106 0.288
H 2.778 -0.226 -0.275 0.286
H 1.234 1.402 1.338 0.224
H 1.717 2.005 -0.489 0.238
```


Entry 6:
Computed, not measured: C3H5N3O in the gas phase, with ωB97M-V with the def2-TZVPD basis set.

Calculated values
HOMO-LUMO gap (alpha / beta): 7.8 / 7.3 eV
net charge: 0
LUMO (alpha / beta): 0.00723 / -0.06939 Eh
<S²>: 2.06
spin multiplicity: 3

The geometry in XYZ format:
```
12
Properties=species:S:1:pos:R:3:lowdin_spin:R:1
C -0.139 0.140 0.669 0.273
C -1.083 1.198 0.348 0.031
C 1.322 -1.446 -0.431 0.027
N 0.122 0.154 -1.580 0.935
N -1.803 1.788 1.212 0.329
N 0.398 -0.325 -0.436 0.063
O -1.109 1.428 -0.943 0.320
H 0.074 -0.239 1.647 0.011
H 0.852 -2.290 -0.935 -0.003
H 1.556 -1.714 0.597 0.005
H 2.233 -1.183 -0.967 -0.001
H -2.424 2.491 0.817 0.010
```


Entry 7:
Computed, not measured: a gas-phase ion, C3H5N3O (charge +2), with ωB97M-V with the def2-TZVPD basis set.

Calculated values
HOMO-LUMO gap: 9.1 eV
net charge: +2
SMILES string: [NH+]#CC[N+]([O-])=C=[NH2+]
LUMO: -0.39669 Eh

The geometry in XYZ format:
```
12
Properties=species:S:1:pos:R:3:mulliken_charge:R:1
N -0.612 0.954 2.030 0.117
C 0.015 1.168 1.096 0.272
C 0.713 1.251 -0.119 -0.299
N 0.288 0.150 -1.061 0.565
O 0.320 0.355 -2.250 -0.340
C -0.395 -0.845 -0.567 0.047
N -0.483 -2.090 -0.499 -0.124
H -1.107 0.943 2.920 0.357
H 0.543 2.229 -0.619 0.398
H 1.808 1.191 0.038 0.333
H -1.381 -2.550 -0.289 0.345
H 0.290 -2.756 -0.681 0.328
```


Entry 8:
Computed, not measured: C3H5N3O3 in the gas phase, with ωB97M-V with the def2-TZVPD basis set.

Calculated values
HOMO-LUMO gap: 7.4 eV
net charge: 0
SMILES string: Nc1c(O)nc(O)n1O
LUMO: 0.01466 Eh

The geometry in XYZ format:
```
14
Properties=species:S:1:pos:R:3:mulliken_charge:R:1
N 0.871 -1.019 1.890 -0.633
C 0.460 -0.329 0.794 0.198
C 0.507 1.059 0.541 0.303
O 1.030 2.099 1.260 -0.502
N -0.236 1.414 -0.568 -0.675
C -0.699 0.270 -1.088 0.415
O -1.303 -0.040 -2.243 -0.513
N -0.156 -0.796 -0.334 0.286
O -0.301 -2.163 -0.410 -0.464
H 0.525 -1.974 1.814 0.308
H 0.416 -0.582 2.675 0.245
H 1.304 1.743 2.091 0.287
H -1.713 0.756 -2.658 0.383
H -0.898 -2.298 -1.177 0.363
```


Entry 9:
Computed, not measured: C3H5N3O4 in the gas phase, with ωB97M-V with the def2-TZVPD basis set.

Calculated values
HOMO-LUMO gap: 10.2 eV
net charge: 0
SMILES string: C=CCN([N+](=O)[O-])[N+](=O)[O-]
LUMO: -0.01520 Eh

The geometry in XYZ format:
```
15
Properties=species:S:1:pos:R:3:mulliken_charge:R:1
C -1.581 0.248 -1.244 -0.603
C -1.576 0.142 0.066 -0.162
C -0.520 -0.445 0.970 -0.424
N 0.887 -0.204 0.245 -0.193
N 1.089 1.194 0.056 1.172
O 0.356 1.897 0.696 -0.571
O 1.878 1.525 -0.760 -0.604
N 1.763 -1.207 -0.126 1.104
O 1.194 -2.260 -0.210 -0.598
O 2.912 -0.934 -0.237 -0.588
H -2.337 0.915 -1.555 0.283
H -0.928 -0.345 -1.856 0.280
H -2.168 0.800 0.789 0.204
H -0.433 -1.443 1.236 0.405
H -0.534 0.119 1.930 0.297
```


Entry 10:
Computed, not measured: C3H5N3OS in the gas phase, with ωB97M-V with the def2-TZVPD basis set.

Calculated values
HOMO-LUMO gap: 8.2 eV
net charge: 0
SMILES string: Nc1c[nH]c(=S)n1O
LUMO: 0.02703 Eh

The geometry in XYZ format:
```
13
Properties=species:S:1:pos:R:3:mulliken_charge:R:1
N -2.671 -0.540 -0.101 -0.488
C -1.470 0.180 -0.037 0.362
C -1.205 1.513 0.057 -0.652
N 0.209 1.576 -0.040 -0.063
C 0.814 0.314 -0.067 0.050
S 2.395 -0.136 0.008 -0.495
N -0.269 -0.505 0.024 0.251
O -0.204 -1.872 0.028 -0.390
H -3.503 -0.016 0.177 0.240
H -2.604 -1.478 0.261 0.257
H -1.763 2.394 0.221 0.406
H 0.670 2.467 0.059 0.217
H 0.785 -1.974 0.026 0.305
```


Record-wise energy relative to the best compared isomer or geometry (same formula, charge and spin) values, in kJ/mol: 383.5, 211.6, 433.8, 184.6, 322.1, 46.7, 170.4, 345.2, 891.5, 204.6
Record-wise M values, in g/mol: 99.1, 99.1, 99.1, 99.1, 99.1, 99.1, 99.1, 131.1, 147.1, 131.2
Record-wise F_max values, in eV/Å: 1.88, 0.36, 1.01, 0.48, 5.63, 2.63, 3.40, 5.39, 4.11, 2.84